An isolated ion of composition C2H8N3 and charge +1. Source: the OMol25 dataset; level of theory: ωB97M-V/def2-TZVPD.

Properties
- charge = +1
- relative energy (zero: lowest compared OMol25 entry of this formula, charge and spin) (kcal/mol) = 74.1
- structure (SMILES) = C1NC[NH2+]N1
- E_HOMO (eV) = -14.91
- 2S+1 = 1

Last column: natural (NBO) charge in e.
CARTESIAN COORDINATES (ANGSTROEM)
C1 -0.12912 -1.11703 -0.59046  -0.097
C2 0.93617 0.70910 0.22688  -0.059
N1 0.87134 -0.11972 -0.89519  -0.594
N2 -1.21952 -0.36500 0.05252  -0.430
N3 -0.53287 0.52858 0.89025  -0.415
H1 -0.47743 -1.65672 -1.46549  0.253
H2 0.26544 -1.82690 0.14602  0.204
H3 1.62888 0.33199 0.98039  0.212
H4 1.13584 1.75439 0.00641  0.240
H5 0.71057 0.34690 -1.77872  0.396
H6 -1.78868 0.12170 -0.63711  0.385
H7 -0.35861 -0.09306 1.94866  0.453
H8 -1.04201 1.38576 1.11585  0.452